{
  "formula": "C38H32Br2ClN2O2PRb",
  "method": "ωB97M-V/def2-TZVPD",
  "species": ["Rb", "C", "C", "C", "C", "C", "C", "C", "H", "H", "H", "H", "H", "H", "H", "H", "O", "C", "O", "C", "P", "C", "C", "C", "C", "C", "C", "C", "C", "C", "C", "C", "C", "H", "H", "H", "H", "H", "H", "H", "H", "H", "H", "H", "H", "Br", "C", "C", "C", "N", "C", "C", "C", "C", "C", "Br", "C", "C", "N", "H", "H", "H", "H", "H", "H", "Cl", "C", "C", "C", "C", "C", "C", "C", "H", "H", "H", "H", "H", "H"],
  "coordinates": [[0.62734, 0.38626, 0.42046], [-0.98194, 3.59438, -1.46104], [0.06816, 3.57985, -0.38255], [1.41434, 3.41115, -0.70348], [2.37864, 3.32716, 0.29271], [2.01101, 3.40459, 1.63016], [0.67561, 3.58097, 1.96335], [-0.28244, 3.67356, 0.96168], [-1.16298, 2.57870, -1.82225], [-0.66644, 4.19914, -2.31245], [-1.92516, 3.99220, -1.08447], [1.70436, 3.31377, -1.74363], [3.41644, 3.17919, 0.02139], [2.75216, 3.31848, 2.41404], [0.38317, 3.62064, 3.00376], [-1.32515, 3.80429, 1.23037], [2.39968, -1.85926, -3.39299], [2.55793, -1.60957, -2.18765], [2.29046, -0.53664, -1.58040], [3.13464, -2.73274, -1.29732], [2.04344, -2.92466, 0.16691], [2.69215, -4.45752, 0.94736], [3.87624, -5.08659, 0.57240], [4.32384, -6.21746, 1.24622], [3.59150, -6.73838, 2.30087], [2.40977, -6.11685, 2.68717], [1.97197, -4.98415, 2.02230], [0.52932, -3.63407, -0.62028], [0.58699, -4.70573, -1.50987], [-0.57014, -5.24180, -2.05206], [-1.81091, -4.72327, -1.69818], [-1.88231, -3.65546, -0.81776], [-0.71932, -3.10728, -0.29115], [4.11356, -2.41037, -0.93181], [3.24951, -3.64777, -1.87780], [4.45820, -4.69810, -0.25303], [5.24796, -6.69314, 0.94059], [3.93921, -7.62047, 2.82403], [1.83407, -6.51182, 3.51504], [1.05672, -4.49472, 2.33936], [1.54695, -5.13162, -1.77691], [-0.50692, -6.07010, -2.74715], [-2.71578, -5.14753, -2.11545], [-2.84358, -3.24469, -0.53352], [-0.79526, -2.26148, 0.38428], [-6.91278, 1.65728, 0.33084], [-5.06108, 1.25451, 0.30521], [-4.27721, 1.55161, 1.40352], [-2.92482, 1.24825, 1.31604], [-2.37057, 0.70141, 0.24112], [-3.14382, 0.39675, -0.79853], [-4.51066, 0.66544, -0.81636], [-2.45711, -0.28448, -1.93614], [-3.13832, -1.16640, -2.76341], [-2.40340, -1.83486, -3.72864], [-3.28440, -3.08792, -4.84701], [-1.05054, -1.61872, -3.85782], [-0.47078, -0.68516, -3.00233], [-1.15156, -0.03805, -2.06105], [-4.69289, 1.99890, 2.29450], [-2.26153, 1.44441, 2.15333], [-5.11850, 0.43971, -1.68030], [-4.19129, -1.36950, -2.63130], [-0.43450, -2.14819, -4.56972], [0.59313, -0.48767, -3.06522], [1.88055, 3.51326, 5.80966], [1.07958, 2.15956, 5.02420], [-0.30796, 2.05920, 5.03777], [-0.94380, 1.02444, 4.38758], [-0.22722, -0.00959, 3.68408], [-0.84768, -1.05025, 3.01519], [1.20570, 0.15085, 3.70718], [1.82656, 1.19336, 4.35615], [-0.88873, 2.80297, 5.57231], [-2.02447, 0.94484, 4.46026], [-1.92449, -1.16862, 3.06014], [-0.26273, -1.88518, 2.64524], [1.81565, -0.60578, 3.22093], [2.90854, 1.26541, 4.35437]],
  "atomic_forces_ev_per_a": [[0.092, -0.062, 0.155], [0.005, 0.004, 0.012], [0.003, 0.008, -0.049], [-0.029, 0.003, -0.031], [-0.007, -0.006, -0.002], [0.020, 0.020, -0.022], [-0.046, 0.014, -0.029], [0.009, -0.009, 0.033], [0.001, 0.003, -0.005], [-0.003, 0.001, -0.001], [-0.002, -0.001, -0.003], [0.013, 0.006, 0.004], [-0.002, -0.005, -0.006], [-0.005, 0.002, 0.005], [0.001, -0.008, 0.004], [-0.001, 0.001, -0.008], [-0.054, -0.016, 0.016], [0.133, 0.009, -0.039], [-0.092, 0.057, 0.001], [-0.040, -0.003, 0.016], [-0.057, -0.006, -0.034], [-0.019, -0.018, -0.005], [-0.017, 0.010, 0.007], [-0.002, -0.013, 0.012], [0.007, 0.001, -0.009], [0.000, 0.001, 0.003], [-0.006, -0.006, 0.005], [-0.018, 0.036, 0.030], [-0.022, -0.020, -0.020], [-0.001, 0.011, 0.017], [0.025, 0.012, -0.005], [-0.026, -0.039, -0.018], [0.113, 0.056, -0.034], [-0.006, 0.002, -0.005], [0.012, -0.012, 0.011], [0.003, 0.001, -0.003], [0.001, 0.002, -0.003], [0.002, -0.001, -0.002], [-0.004, 0.005, 0.000], [0.001, -0.002, 0.002], [0.004, 0.007, -0.002], [0.000, -0.002, 0.000], [-0.003, 0.000, -0.001], [-0.003, 0.009, -0.006], [0.009, -0.049, 0.108], [0.018, -0.003, 0.001], [-0.045, 0.006, -0.009], [0.014, -0.002, -0.005], [-0.029, 0.007, 0.003], [0.011, -0.012, 0.015], [0.022, 0.010, 0.013], [0.022, 0.002, -0.003], [0.011, 0.026, -0.007], [0.020, 0.007, 0.009], [-0.053, -0.044, -0.036], [0.025, 0.017, 0.018], [0.018, 0.036, 0.010], [-0.014, -0.023, -0.009], [-0.016, -0.003, -0.050], [0.001, -0.001, 0.001], [0.011, -0.006, -0.003], [-0.004, 0.003, 0.003], [0.002, -0.005, -0.001], [-0.006, -0.003, -0.006], [0.002, 0.014, -0.010], [0.000, 0.000, 0.000], [0.007, 0.018, 0.010], [0.018, -0.009, 0.000], [-0.003, 0.005, 0.001], [-0.005, -0.042, -0.092], [-0.021, 0.049, 0.032], [0.007, 0.010, 0.010], [-0.015, 0.000, 0.008], [-0.011, -0.005, -0.004], [0.000, 0.005, 0.005], [0.006, -0.049, 0.014], [0.005, 0.008, -0.025], [0.009, -0.008, 0.019], [0.002, -0.014, -0.008]],
  "mulliken_charge": [0.90, -1.42, 0.86, -0.28, -0.53, -0.41, -0.41, -0.27, -0.01, 0.50, 0.37, 0.29, 0.35, 0.37, 0.33, 0.26, -0.80, -0.04, -0.67, -0.98, 1.04, 0.27, -0.18, -0.68, -0.43, -0.67, -0.56, 0.35, -0.42, -0.80, -0.66, -0.58, 0.15, 0.61, 0.41, 0.29, 0.38, 0.36, 0.40, 0.25, 0.28, 0.41, 0.44, 0.55, 0.07, -0.20, -0.25, -0.88, -0.53, 0.98, 0.14, -0.87, 0.98, -0.94, -0.20, -0.17, -0.66, -0.67, 0.14, 0.51, 0.42, 0.56, 0.38, 0.55, 0.72, -0.29, 0.15, -0.72, -0.55, 0.89, -1.59, -0.34, -0.56, 0.36, 0.42, 0.24, 0.39, 0.45, 0.44],
  "de_lowest_ev": 0.146,
  "charge": -1,
  "e_tot_ha": -7701.03495
}